No. 1
The following is a quantum chemistry calculation of C6H8 as an isolated structure, from the OMol25 dataset.

Atoms and positions in Å:
C1 0.39800 -1.56439 -0.72114
C2 -0.82664 -1.18441 -1.15391
C3 1.27239 -0.44076 -0.29234
C4 -0.68031 0.86890 -1.33442
C5 -0.05516 0.31134 -0.15613
C6 -0.78599 0.42620 1.14814
H1 0.76978 -2.69822 -0.39331
H2 1.72778 -0.61989 0.61213
H3 2.06046 -0.14472 -0.95814
H4 -0.12155 0.90389 -2.17751
H5 -1.66816 1.22508 -1.44834
H6 -1.07052 1.42436 1.44727
H7 -0.20485 -0.08909 1.96874
H8 -1.63411 -0.12576 1.03279

Energy relative to the best compared isomer or geometry (same formula, charge and spin)   114.1 kcal per mole
LUMO energy   0.86 eV
Kohn-Sham gap   9.07 eV
Total charge   0
HOMO   -8.20 eV

No. 2
The following is a quantum chemistry calculation of C6H8 as an isolated structure, from the OMol25 dataset.

Atoms and positions in Å:
C1 0.71433 -0.91136 0.44149
C2 -0.80986 -0.58982 0.19706
C3 -0.52397 0.72873 0.95367
C4 0.84319 0.62010 0.20475
C5 0.35042 0.66590 -1.25625
C6 -0.77031 -0.05016 -1.20633
H1 1.24570 -1.56974 -0.25689
H2 0.91994 -1.21021 1.47580
H3 -1.59191 -1.30836 0.43325
H4 -0.44998 0.58338 2.03352
H5 -1.16732 1.57673 0.70281
H6 1.71774 1.19000 0.53890
H7 0.83927 0.50960 -2.19470
H8 -1.35923 -0.29138 -2.07710

Energy relative to the best compared isomer or geometry (same formula, charge and spin)   44.3 kcal per mole
LUMO energy   1.17 eV
Kohn-Sham gap   9.84 eV
Total charge   0
HOMO   -8.67 eV

No. 3
The following is a quantum chemistry calculation of one molecule with the formula C6H8, from the OMol25 dataset.

Atoms and positions in Å:
C1 2.58989 -0.36638 0.60846
C2 1.40534 -0.13277 0.51615
C3 -0.02409 0.16065 0.25449
C4 -0.28242 1.42830 -0.55857
C5 -0.88600 -0.82744 -0.53222
C6 -0.99928 -0.82107 0.92750
H1 3.64856 -0.56506 0.64754
H2 -1.29140 1.83972 -0.43240
H3 -0.21670 1.19135 -1.65569
H4 0.50031 2.13852 -0.35194
H5 -0.27189 -1.48975 -1.10573
H6 -1.73641 -0.38309 -1.07076
H7 -1.91127 -0.47428 1.39492
H8 -0.52461 -1.69870 1.35824

Energy relative to the best compared isomer or geometry (same formula, charge and spin)   65.2 kcal per mole
LUMO energy   1.12 eV
Kohn-Sham gap   9.99 eV
Structure (SMILES)   C#CC1(C)CC1
Total charge   0
HOMO   -8.87 eV

No. 4
The following is a quantum chemistry calculation of one molecule with the formula C6H8, from the OMol25 dataset.

Atoms and positions in Å:
C1 -1.32099 -0.17244 -0.79894
C2 -0.43997 0.77187 -1.12576
C3 0.87868 0.54794 -0.46556
C4 0.92762 0.80441 1.01835
C5 0.64102 -0.58326 0.50302
C6 -0.78106 -1.09597 0.27505
H1 -2.30471 -0.29005 -1.24416
H2 -0.60270 1.60864 -1.79927
H3 1.73111 0.57629 -1.13701
H4 0.12984 1.40895 1.44330
H5 1.89055 0.93604 1.51055
H6 1.42153 -1.31631 0.68561
H7 -1.40724 -1.04950 1.17679
H8 -0.76368 -2.14660 -0.04197

Energy relative to the best compared isomer or geometry (same formula, charge and spin)   12.6 kcal per mole
LUMO energy   1.26 eV
Kohn-Sham gap   10.16 eV
Structure (SMILES)   C1=C[C@H]2C[C@H]2C1
Total charge   0
HOMO   -8.91 eV

No. 5
The following is a quantum chemistry calculation of one molecule with the formula C6H8, from the OMol25 dataset.

Atoms and positions in Å:
C1 -1.23119 -0.79561 2.08777
C2 -1.32181 0.40995 1.73621
C3 0.12607 -0.27386 1.00782
C4 -0.07237 -0.28218 -0.49135
C5 1.05048 0.16281 -1.39051
C6 -0.18112 1.00688 -1.24265
H1 -1.31056 -1.79459 2.46485
H2 0.81432 0.51495 1.32370
H3 0.62535 -1.20765 1.30504
H4 -0.68423 -1.10730 -0.84747
H5 1.21003 -0.37119 -2.32298
H6 1.96879 0.51267 -0.92706
H7 -0.11414 1.91972 -0.65876
H8 -0.87394 1.06413 -2.07599

Energy relative to the best compared isomer or geometry (same formula, charge and spin)   100.0 kcal per mole
LUMO energy   1.05 eV
Kohn-Sham gap   11.00 eV
Total charge   0
HOMO   -9.95 eV

No. 6
The following is a quantum chemistry calculation of one molecule with the formula C6H8, from the OMol25 dataset.

Atoms and positions in Å:
C1 2.86402 0.46508 -0.43781
C2 1.72560 0.08529 -0.26979
C3 0.59230 -0.63556 0.31227
C4 -0.55005 -1.27570 -0.45890
C5 -0.83686 -0.13876 0.47609
C6 -1.34453 1.18943 -0.04922
H1 3.90057 0.72306 -0.48082
H2 0.94168 -1.22179 1.14649
H3 -0.64552 -1.07986 -1.52604
H4 -0.81574 -2.28949 -0.16844
H5 -1.25886 -0.41812 1.44105
H6 -0.92822 1.43308 -1.03361
H7 -1.09677 2.00906 0.63513
H8 -2.43825 1.15794 -0.14466

Energy relative to the best compared isomer or geometry (same formula, charge and spin)   44.7 kcal per mole
LUMO energy   1.11 eV
Kohn-Sham gap   10.46 eV
Structure (SMILES)   C#C[C@@H]1C[C@@H]1C
Total charge   0
HOMO   -9.35 eV

No. 7
The following is a quantum chemistry calculation of one molecule with the formula C6H8, from the OMol25 dataset.

Atoms and positions in Å:
C1 3.16878 -0.01911 -0.16026
C2 2.06582 -0.38655 0.08680
C3 0.67636 -0.81929 0.17022
C4 -0.44864 -0.10085 -0.04422
C5 -0.56006 1.50248 0.03192
C6 -1.78056 -0.83706 -0.07373
H1 4.23293 0.26274 -0.16497
H2 0.63626 -1.91179 0.31729
H3 0.44523 1.97036 -0.09190
H4 -0.76956 1.74255 1.09469
H5 -1.34624 1.94216 -0.64320
H6 -1.97308 -1.47672 0.83163
H7 -2.62272 -0.21018 -0.35537
H8 -1.72451 -1.65875 -0.99888

Energy relative to the best compared isomer or geometry (same formula, charge and spin)   50.5 kcal per mole
LUMO energy   0.92 eV
Kohn-Sham gap   9.64 eV
Structure (SMILES)   C#CC=C(C)C
Total charge   0
HOMO   -8.72 eV

No. 8
The following is a quantum chemistry calculation of C6H8 as an isolated structure, from the OMol25 dataset.

Atoms and positions in Å:
C1 0.98889 -0.48379 -0.77220
C2 -0.47193 -0.70769 -0.33468
C3 -0.12059 -0.61969 1.16210
C4 0.65933 0.69812 0.91292
C5 -0.39868 1.50021 0.17827
C6 -1.12998 0.65083 -0.54930
H1 1.15883 0.01646 -1.72972
H2 1.65248 -1.34233 -0.62202
H3 -0.99013 -1.57770 -0.75999
H4 0.51011 -1.44159 1.52010
H5 -0.96915 -0.47559 1.83628
H6 1.56290 0.35279 0.13054
H7 -0.49056 2.57916 0.24664
H8 -1.96153 0.85080 -1.21895

Energy relative to the best compared isomer or geometry (same formula, charge and spin)   103.9 kcal per mole
LUMO energy   0.70 eV
Kohn-Sham gap   8.54 eV
Total charge   0
HOMO   -7.84 eV

No. 9
The following is a quantum chemistry calculation of one molecule with the formula C6H8, from the OMol25 dataset.

Atoms and positions in Å:
C1 2.75469 0.38900 0.02780
C2 1.52022 -0.02713 -0.10713
C3 0.36962 -0.56754 -0.07103
C4 -0.72643 -1.48812 0.21376
C5 -0.99443 -0.26654 -0.57848
C6 -1.57103 0.98195 0.08641
H1 3.07734 1.02097 0.76412
H2 3.57842 0.27127 -0.67912
H3 -0.83348 -2.39096 -0.23919
H4 -0.99902 -1.51781 1.30483
H5 -1.15578 -0.28229 -1.56914
H6 -2.59202 0.90181 0.10917
H7 -1.07271 1.89089 -0.45998
H8 -1.35539 1.08452 1.19797

Energy relative to the best compared isomer or geometry (same formula, charge and spin)   69.6 kcal per mole
LUMO energy   1.11 eV
Kohn-Sham gap   9.95 eV
Structure (SMILES)   C=C=C1C[C@H]1C
Total charge   0
HOMO   -8.84 eV

No. 10
The following is a quantum chemistry calculation of one molecule with the formula C6H8, from the OMol25 dataset.

Atoms and positions in Å:
C1 0.45436 -2.75945 -0.74157
C2 0.01996 -1.59949 0.04647
C3 -0.38911 -0.49760 0.32336
C4 -0.85115 0.87849 0.30296
C5 -0.24936 1.98117 1.15018
C6 0.16837 1.82706 -0.27874
H1 -0.39373 -3.41458 -0.96350
H2 1.25263 -3.38300 -0.32560
H3 0.80655 -2.35578 -1.69626
H4 -1.88908 1.00383 -0.00145
H5 -0.86110 2.84588 1.40512
H6 0.43913 1.69865 1.94027
H7 -0.15332 2.52252 -1.04752
H8 1.12777 1.35707 -0.45966

Energy relative to the best compared isomer or geometry (same formula, charge and spin)   43.3 kcal per mole
LUMO energy   1.13 eV
Kohn-Sham gap   10.01 eV
Structure (SMILES)   CC#CC1CC1
Total charge   0
HOMO   -8.88 eV

No. 11
The following is a quantum chemistry calculation of a 2-piece molecular cluster, C6H8BN overall, from the OMol25 dataset.

Atoms and positions in Å:
B1 0.59164 0.82670 -0.96801
C1 -1.15182 -0.96010 -0.45920
C2 -1.69458 1.33653 -0.03894
C3 -2.40238 -1.35600 -0.08244
C4 -2.86585 0.81407 0.47526
C5 -0.77357 0.40071 -0.47530
C6 2.40460 -0.49410 0.47073
N1 -3.23160 -0.46902 0.47518
H1 0.93258 1.62278 -1.76730
H2 -0.49403 -1.71014 -1.07775
H3 -1.49466 2.36275 -0.01849
H4 -2.76883 -2.32386 -0.13391
H5 -3.66026 1.38658 0.69239
H6 3.21896 -0.73574 -0.26943
H7 1.42859 -1.04678 0.54654
H8 2.36143 0.46797 1.00225

Energy relative to the best compared isomer or geometry (same formula, charge and spin)   99.9 kcal per mole
LUMO energy (alpha / beta)   -0.65 / -0.58 eV
Kohn-Sham gap (alpha / beta)   6.96 / 7.48 eV
Total charge   0
HOMO (alpha / beta)   -7.62 / -8.06 eV

No. 12
The following is a quantum chemistry calculation of C6H8BNO4 as an isolated structure, from the OMol25 dataset.

Atoms and positions in Å:
B1 -0.63470 -0.42351 1.87075
C1 1.40613 -1.73906 -1.21188
C2 1.53898 -0.61538 -1.98520
C3 -0.07673 -0.60317 0.41883
C4 0.13323 0.89466 -0.89195
C5 0.73210 -1.66992 0.11071
C6 -1.66573 1.96191 -0.23352
N1 0.95954 0.61688 -1.86763
O1 1.12359 -2.55385 0.92863
O2 -1.60297 0.46963 2.20936
O3 -0.19045 -1.19359 2.86259
O4 -0.40306 2.06144 -0.72009
H1 2.06910 -2.57714 -1.41119
H2 2.15877 -0.65175 -2.96453
H3 -2.39339 2.44323 -1.00091
H4 -1.66188 2.54776 0.65226
H5 -1.91543 0.92939 0.02990
H6 1.45034 1.30989 -2.30478
H7 -1.49385 0.72604 3.14656
H8 0.46639 -1.93345 2.36209

Energy relative to the best compared isomer or geometry (same formula, charge and spin)   58.8 kcal per mole
LUMO energy   -0.11 eV
Kohn-Sham gap   8.15 eV
Total charge   0
HOMO   -8.27 eV

No. 13
The following is a quantum chemistry calculation of one molecule with the formula C6H8BNO5, from the OMol25 dataset.

Atoms and positions in Å:
O1 0.92126 -3.07888 -1.03669
C1 0.67401 -1.90965 -0.82086
C2 -0.61606 -1.42258 -0.21718
N1 -0.64814 -0.11575 0.54843
C3 0.28197 0.22545 1.69624
C4 1.54169 0.79093 1.11140
O2 1.30868 1.46262 -0.17750
B1 1.11010 0.45669 -1.18261
O3 1.58361 -0.90281 -1.15931
O4 -0.00148 0.74897 -2.06208
C5 -1.30314 0.88527 -1.58779
O5 -2.26576 1.09754 -2.24809
C6 -1.43970 0.93266 -0.12532
H1 -1.31695 -1.45621 -1.03225
H2 -0.96582 -2.18053 0.54760
H3 0.64820 -0.71857 2.23513
H4 -0.24067 1.00547 2.31893
H5 2.06768 1.49897 1.75844
H6 2.25751 0.02098 0.93082
H7 -2.46274 0.75251 0.19120
H8 -1.13424 1.90691 0.31148

LUMO energy   0.19 eV
Kohn-Sham gap   9.56 eV
Structure (SMILES)   O=C1CN2CCOB(O1)OC(=O)C2
Total charge   0
HOMO   -9.36 eV

No. 14
The following is a quantum chemistry calculation of one molecule with the formula C6H8Br2, from the OMol25 dataset.

Atoms and positions in Å:
C1 -0.03113 0.43075 -2.40371
C2 0.40394 0.10625 -1.21977
C3 -0.09721 -0.16676 0.51702
C4 -0.72595 -1.41741 0.84641
C5 -0.62721 1.07639 1.12361
C6 1.27285 -0.14342 -0.10290
Br1 2.42266 1.56940 0.31849
Br2 2.57029 -1.68070 0.21429
H1 0.59623 0.65115 -3.28218
H2 -1.10205 0.61066 -2.56821
H3 -0.46012 -2.13590 0.00940
H4 -1.83677 -1.32375 0.86874
H5 -0.41960 -1.79944 1.82767
H6 -1.52700 0.97831 1.70323
H7 -0.54654 1.84412 0.39951
H8 0.10760 1.40035 1.74841

Energy relative to the best compared isomer or geometry (same formula, charge and spin)   25.6 kcal per mole
LUMO energy   -0.16 eV
Kohn-Sham gap   8.62 eV
Structure (SMILES)   C=C1C(C)(C)C1(Br)Br
Total charge   0
HOMO   -8.78 eV

No. 15
The following is a quantum chemistry calculation of a 2-piece molecular cluster, C6H8Br2NO overall, from the OMol25 dataset.

Atoms and positions in Å:
C1 1.63009 -0.95050 -0.46597
C2 0.41710 -1.43414 0.18651
C3 2.30615 0.12729 -0.15240
C4 -0.54583 -2.08205 -0.39862
C5 1.53502 1.20794 0.45972
C6 0.29075 1.29676 0.78931
N1 -0.85291 1.47868 1.40236
O1 -0.65723 -2.24297 -1.72293
Br1 -2.01738 -2.70231 0.53594
Br2 -4.08619 0.55739 -0.39147
H1 1.90977 -1.79987 -1.09360
H2 0.53363 -1.48702 1.31292
H3 3.29430 0.45601 -0.55055
H4 2.17711 2.06760 0.78727
H5 -4.70191 0.38363 -1.68725
H6 -1.68677 1.78708 0.97303
H7 -0.94847 1.14457 2.31868
H8 -1.05353 -3.13772 -1.77244

Energy relative to the best compared isomer or geometry (same formula, charge and spin)   0.0 kcal per mole
LUMO energy   -4.62 eV
Kohn-Sham gap   8.04 eV
Total charge   +1
HOMO   -12.66 eV

No. 16
The following is a quantum chemistry calculation of C6H8BrClIN3O3 as an isolated structure, from the OMol25 dataset.

Atoms and positions in Å:
C1 -1.04857 -0.96277 1.66172
C2 0.36128 1.94179 -0.98783
C3 1.06784 -1.27313 -1.32204
C4 -1.60640 -2.18879 2.34572
C5 -0.16945 3.27064 -0.49746
C6 0.40207 -0.41997 -0.24520
N1 1.51868 -0.69534 -2.42915
N2 -0.14627 -1.25835 0.67967
N3 -0.09424 0.85580 -0.29704
O1 -1.38852 0.16935 1.93337
O2 1.16485 1.91233 -1.89223
O3 1.08838 -2.47404 -1.10166
Cl1 -2.42342 -3.19802 1.10922
Br1 -2.01757 3.22451 0.10485
I1 3.06370 0.31949 0.60883
H1 -2.34746 -1.89374 3.08837
H2 -0.81651 -2.79105 2.79150
H3 -0.09004 4.00767 -1.30096
H4 0.44308 3.60382 0.34980
H5 1.59036 0.31824 -2.49966
H6 2.04140 -1.27416 -3.06424
H7 0.13032 -2.23239 0.45918
H8 -0.72352 1.03813 0.50524

Energy relative to the best compared isomer or geometry (same formula, charge and spin)   0.0 kcal per mole
LUMO energy (alpha / beta)   -1.77 / -1.77 eV
Kohn-Sham gap (alpha / beta)   6.64 / 6.64 eV
Total charge   0
HOMO (alpha / beta)   -8.41 / -8.41 eV